(1)
Below is C35H52AsP3RuS as an isolated structure at a distorted geometry, with properties calculated with wB97M-V/def2-TZVPD.

Summary:
Charge: +3
Kohn-Sham gap (spin up / spin down), eV: 6.55 / 3.13
Multiplicity: 6

Each line ends with the Löwdin charge.
Positions of all 93 atoms, in Å:
Ru: 0.7135 -0.7812 0.3080  0.334
P: 2.4302 -1.1356 -0.8898  0.592
P: -0.8068 0.8173 -1.8507  0.828
P: 0.7906 -2.0621 2.2737  0.660
H: -3.0538 -1.0566 -1.4821  0.037
C: -3.4665 -1.1551 -0.4844  -0.100
C: -2.8461 -0.6031 0.5635  -0.109
H: -2.4053 0.3826 0.4813  0.025
C: 2.2375 -2.4504 -2.0997  -0.225
C: 2.8061 0.4339 -1.6733  -0.243
C: 3.8145 -1.5750 0.1833  -0.214
C: -2.4033 1.6599 -1.7518  -0.194
C: 0.1018 2.1915 -2.6261  -0.201
C: -0.8863 -0.4427 -3.1502  -0.233
C: -0.7175 -2.5197 3.1849  -0.242
C: 1.8231 -1.3550 3.6090  -0.241
C: 1.4192 -3.7384 1.9264  -0.262
H: -4.3843 -1.7356 -0.3826  0.085
H: -2.7929 -1.0849 1.5422  0.055
H: 3.1817 -2.5334 -2.6420  0.071
H: 1.4253 -2.2541 -2.8116  0.039
H: 2.0547 -3.4055 -1.5877  0.046
H: 3.8725 0.5961 -1.7146  0.073
H: 2.3476 1.2602 -1.1157  0.003
H: 2.3887 0.4369 -2.6791  0.052
H: 4.6313 -1.8802 -0.4904  0.076
H: 3.5264 -2.4091 0.8516  0.036
H: 4.0963 -0.6828 0.7672  0.030
H: -2.6185 1.9070 -2.8090  0.089
H: -2.2634 2.5787 -1.1545  0.053
H: -3.1848 1.0268 -1.3205  0.026
H: -0.4253 2.3234 -3.5795  0.079
H: 1.1624 1.9797 -2.7909  0.039
H: -0.0041 3.0831 -2.0014  0.037
H: -1.6597 -0.0397 -3.8243  0.075
H: -1.1882 -1.4232 -2.7308  -0.002
H: 0.0981 -0.5371 -3.6350  0.059
H: -0.4907 -3.4155 3.7763  0.073
H: -1.5206 -2.7642 2.4782  0.012
H: -1.0339 -1.7131 3.8468  0.041
H: 1.5315 -1.7949 4.5661  0.071
H: 1.6670 -0.2674 3.6767  0.002
H: 2.8868 -1.5384 3.4376  0.048
H: 0.5850 -4.4148 1.7538  0.033
H: 2.0042 -4.1169 2.7853  0.078
H: 2.0641 -3.7160 1.0344  0.014
C: -1.8767 -4.1533 -0.2252  -0.579
C: -1.2427 -5.3220 -0.6849  -0.013
C: -1.8962 -6.5429 -0.6032  0.050
C: -3.1939 -6.6449 -0.0923  0.012
C: -3.8174 -5.4679 0.3059  0.047
C: -3.1875 -4.2231 0.2718  0.004
S: -0.9723 -2.6899 -0.4053  0.733
H: 0.5675 0.2874 -1.1495  -0.083
H: -0.2460 -5.1765 -1.0881  0.122
H: -1.3712 -7.4078 -0.9806  0.145
H: -3.6682 -7.6286 -0.0430  0.144
H: -4.8674 -5.5381 0.6196  0.154
H: -3.7085 -3.3338 0.6089  0.101
C: 5.1743 3.0363 3.3046  -0.040
C: 5.0570 1.6573 3.0625  -0.048
C: 3.8643 1.1127 2.5579  -0.132
C: 2.7854 1.9574 2.2502  -0.343
C: 2.9177 3.3371 2.5031  -0.134
C: 4.1046 3.8809 3.0098  -0.038
As: 1.0140 1.2315 1.6246  1.256
C: -0.0697 1.5706 3.3042  -0.357
C: -1.3065 0.9260 3.4379  -0.161
C: -2.1129 1.1641 4.5640  -0.060
C: -1.6781 2.0299 5.5756  -0.049
C: -0.4338 2.6533 5.4598  -0.037
C: 0.3800 2.4053 4.3398  -0.069
C: 0.4792 2.9213 0.7504  -0.406
C: -0.8348 3.3963 0.8857  -0.123
C: -1.1787 4.6370 0.3369  -0.065
C: -0.2102 5.4089 -0.3003  -0.048
C: 1.0853 4.9160 -0.4939  -0.054
C: 1.4213 3.6530 0.0108  -0.166
H: 6.0918 3.4618 3.7250  0.126
H: 5.9003 0.9895 3.3085  0.124
H: 3.7684 0.0239 2.4555  0.050
H: 2.0742 4.0048 2.3153  0.107
H: 4.1454 4.9556 3.1909  0.125
H: -1.6596 0.2340 2.6758  0.042
H: -3.0854 0.6749 4.6653  0.116
H: -2.2924 2.2209 6.4696  0.128
H: -0.0655 3.3339 6.2411  0.127
H: 1.3710 2.8478 4.2656  0.092
H: -1.5656 2.7777 1.4149  0.099
H: -2.2151 4.9845 0.4295  0.126
H: -0.4701 6.4062 -0.6670  0.127
H: 1.8427 5.5087 -1.0192  0.129
H: 2.4366 3.2595 -0.1347  0.109

***

(2)
Below is C5H13NS2 as an isolated structure at a distorted geometry, with properties calculated with wB97M-V/def2-TZVPD.

Summary:
ΔE to the lowest compared entry with this formula, charge and spin, kcal per mole: 125.1
Charge: 0
Kohn-Sham gap, eV: 8.96
Multiplicity: 1

Each line ends with the Löwdin charge.
Positions of all 21 atoms, in Å:
C: 0.7898 1.5765 3.0309  -0.496
C: -0.5134 0.6443 0.7934  -0.739
C: -0.8585 -0.2249 -0.3673  -0.649
C: 0.2201 -0.3376 -1.5397  -0.495
C: -0.4868 -0.8344 -2.6983  -0.117
H: 0.1786 1.3982 4.1537  0.094
H: 2.1725 1.8173 3.2909  0.137
H: 0.2840 2.4500 2.0328  0.120
H: -0.4331 1.8014 0.4782  0.112
H: -1.4062 0.7356 1.4727  0.075
H: -1.7928 0.3056 -0.7177  0.115
H: -0.3031 -1.8279 1.2395  -0.090
H: 0.6037 0.6660 -1.5657  0.133
H: 0.2375 -0.9248 -3.5731  0.105
H: -0.9355 -1.8119 -2.5829  0.078
H: -1.1472 -0.2340 -3.2924  0.070
H: 1.7853 -0.4323 -0.7232  0.052
H: 1.1358 -2.0402 -0.5703  0.097
N: 1.3595 -1.2209 -1.2427  0.034
S: 0.7205 0.2260 1.8833  0.694
S: -1.6107 -1.7323 0.4979  0.673

***

(3)
Below is C23H41N2P3SeTc as an isolated structure at a distorted geometry, with properties calculated with wB97M-V/def2-TZVPD.

Summary:
ΔE to the lowest compared entry with this formula, charge and spin, kcal per mole: 0.0
Charge: +4
Kohn-Sham gap (spin up / spin down), eV: 4.50 / 3.13
Multiplicity: 4

Each line ends with the Löwdin charge.
Positions of all 71 atoms, in Å:
Tc: -0.1265 0.0090 0.7011  0.509
P: 1.3601 1.4637 1.6305  0.691
P: -1.0820 -1.4583 2.2943  0.741
P: -1.8966 1.3773 0.6512  0.671
H: 0.1404 1.7263 -8.4797  0.134
C: -0.1518 2.7242 -8.1370  0.205
C: 0.7666 3.6849 -7.9316  0.247
H: 1.8319 3.5027 -8.1013  0.134
C: 3.1550 1.2004 1.4313  -0.222
C: 1.1456 1.5332 3.4547  -0.206
C: 1.1872 3.2114 1.1131  -0.214
C: -2.2120 -2.6861 1.5111  -0.219
C: -0.0243 -2.5716 3.2864  -0.208
C: -2.1874 -0.8027 3.6184  -0.213
C: -1.7846 2.5109 -0.7591  -0.193
C: -2.2574 2.4455 2.0856  -0.193
C: -3.4916 0.5542 0.3599  -0.195
H: -1.2230 2.9495 -8.1075  0.127
H: 0.4756 4.7157 -7.7105  0.133
H: 3.3484 0.7934 0.4313  0.055
H: 3.5214 0.4907 2.1849  0.056
H: 3.6923 2.1523 1.5496  0.085
H: 1.3358 0.5427 3.8887  0.051
H: 0.1252 1.8432 3.7164  0.042
H: 1.8595 2.2559 3.8726  0.089
H: 1.4472 3.2957 0.0493  0.066
H: 1.8850 3.8221 1.6994  0.089
H: 0.1700 3.5858 1.2589  0.025
H: -2.5648 -3.3917 2.2764  0.090
H: -1.6833 -3.2224 0.7169  0.040
H: -3.0875 -2.1888 1.0762  0.042
H: -0.6328 -3.1382 4.0047  0.091
H: 0.7260 -1.9858 3.8367  0.053
H: 0.5002 -3.2746 2.6261  0.046
H: -2.5226 -1.6420 4.2444  0.089
H: -3.0730 -0.3217 3.2008  0.040
H: -1.6409 -0.0760 4.2307  0.056
H: -2.5542 3.2801 -0.6375  0.091
H: -1.9551 1.9578 -1.6901  0.048
H: -0.8006 2.9872 -0.8180  0.043
H: -3.1887 2.9788 1.8598  0.088
H: -1.4674 3.1796 2.2671  0.046
H: -2.4033 1.8548 2.9970  0.047
H: -4.2730 1.3193 0.4404  0.091
H: -3.6943 -0.2420 1.0848  0.030
H: -3.4973 0.1270 -0.6504  0.063
C: -0.6993 -0.2941 -2.8504  -0.605
C: 0.1680 0.7133 -3.3012  -0.127
C: -0.0818 1.3449 -4.5212  -0.056
C: -1.2114 1.0124 -5.2692  -0.043
C: -2.1249 0.0736 -4.7749  -0.021
C: -1.8876 -0.5629 -3.5561  -0.101
Se: -0.1888 -1.4619 -1.4171  0.970
H: 1.0795 -0.1749 -0.4518  -0.033
H: 1.0415 0.9647 -2.7024  0.099
H: 0.6150 2.0943 -4.8964  0.111
H: -1.3720 1.4898 -6.2380  0.087
H: -3.0190 -0.1675 -5.3466  0.136
H: -2.5873 -1.2925 -3.1506  0.118
N: 3.8600 -5.3225 5.2096  0.221
C: 3.5908 -4.8424 4.1730  -0.140
C: 3.2662 -4.2556 2.8942  -0.212
C: 3.3731 -2.8670 2.7247  -0.016
C: 3.0756 -2.3346 1.4565  -0.169
N: 2.6098 -3.0967 0.4721  0.032
C: 2.5490 -4.4165 0.6092  -0.110
C: 2.8657 -5.0604 1.8186  0.035
H: 3.6354 -2.1987 3.5499  0.129
H: 3.2578 -1.2796 1.2637  0.056
H: 2.2237 -4.9996 -0.2491  0.122
H: 2.7638 -6.1386 1.9254  0.141

***

Please write out number 2 again, unchanged.
Below is C5H13NS2 as an isolated structure at a distorted geometry, with properties calculated with wB97M-V/def2-TZVPD.

Summary:
ΔE to the lowest compared entry with this formula, charge and spin, kcal per mole: 125.1
Charge: 0
Kohn-Sham gap, eV: 8.96
Multiplicity: 1

Each line ends with the Löwdin charge.
Positions of all 21 atoms, in Å:
C: 0.7898 1.5765 3.0309  -0.496
C: -0.5134 0.6443 0.7934  -0.739
C: -0.8585 -0.2249 -0.3673  -0.649
C: 0.2201 -0.3376 -1.5397  -0.495
C: -0.4868 -0.8344 -2.6983  -0.117
H: 0.1786 1.3982 4.1537  0.094
H: 2.1725 1.8173 3.2909  0.137
H: 0.2840 2.4500 2.0328  0.120
H: -0.4331 1.8014 0.4782  0.112
H: -1.4062 0.7356 1.4727  0.075
H: -1.7928 0.3056 -0.7177  0.115
H: -0.3031 -1.8279 1.2395  -0.090
H: 0.6037 0.6660 -1.5657  0.133
H: 0.2375 -0.9248 -3.5731  0.105
H: -0.9355 -1.8119 -2.5829  0.078
H: -1.1472 -0.2340 -3.2924  0.070
H: 1.7853 -0.4323 -0.7232  0.052
H: 1.1358 -2.0402 -0.5703  0.097
N: 1.3595 -1.2209 -1.2427  0.034
S: 0.7205 0.2260 1.8833  0.694
S: -1.6107 -1.7323 0.4979  0.673

***

Q: Which of these has the highest charge?
A: C23H41N2P3SeTc